(1)
C8H26MgN4O5 | wB97M-V/def2-TZVPD

XYZ file:
```
44
Properties=species:S:1:pos:R:3:forces:R:3
O -0.9599 -1.9098 -3.1258 0.12 -1.24 0.44
H -0.8963 -2.3750 -3.9773 0.10 0.18 0.59
Mg -0.2658 -0.0621 -0.2363 2.05 1.33 -0.11
N 1.7084 0.6606 0.4415 -2.70 -1.04 1.58
N 0.9602 0.2633 -1.9442 -2.11 -0.96 1.46
O 2.2858 1.0341 1.7102 -0.38 -0.32 1.48
O 0.3958 0.2793 -3.2316 -1.20 -0.80 -1.62
C 2.5936 1.0107 -0.4845 0.17 0.12 -3.65
C 2.1749 0.8199 -1.8449 2.10 1.08 3.08
C 3.8199 1.6645 0.0293 0.94 0.39 -0.78
C 2.9992 1.3306 -2.9740 0.26 -0.01 -0.16
H 4.3184 1.0443 0.7859 0.03 0.20 -0.26
H 3.5682 2.6179 0.5199 0.16 -0.11 -0.05
H 4.5310 1.8737 -0.7772 -0.09 -0.05 0.09
H 2.4285 1.4115 -3.8992 0.02 -0.04 0.07
H 3.8729 0.6935 -3.1509 -0.03 -0.02 -0.24
H 3.3916 2.3166 -2.7130 -0.01 0.05 -0.18
H 1.6228 0.8250 2.3800 0.05 0.01 -0.36
H -0.2339 -0.5195 -3.2553 1.55 1.73 -0.02
O -0.9461 2.0363 -0.4292 -0.48 0.62 -0.18
H -0.3912 2.6567 0.0814 0.11 -0.44 -0.11
H -0.8798 2.3607 -1.3490 0.17 -0.35 0.29
C -0.0841 -2.5625 -2.1104 -0.56 -0.62 -1.10
H -0.7361 -2.9314 -1.3048 0.34 0.01 -0.23
H 0.6601 -1.8424 -1.7472 -0.19 -0.02 -0.20
H 0.4238 -3.4132 -2.5886 -0.14 0.21 0.30
O 0.9978 -2.4927 1.0568 -0.37 0.04 0.00
H 1.8879 -2.2807 1.3845 -0.39 0.00 -0.12
H 0.6154 -3.1979 1.6002 0.46 0.11 0.00
N -2.2329 -0.7794 -0.8623 -0.68 -0.31 -0.23
C -3.4108 -0.1312 -0.1946 0.37 0.05 -0.61
C -3.5937 -0.6044 1.2438 -0.37 -0.05 0.22
C -2.3366 -0.9531 2.0406 0.53 0.37 0.18
N -1.1921 -0.0286 1.7481 -0.42 -0.23 0.48
H -2.3484 -1.7940 -0.7829 0.04 0.30 0.05
H -2.2916 -0.6393 -1.8778 0.08 0.10 0.37
H -3.2611 0.9536 -0.2464 0.11 -0.25 0.08
H -4.3240 -0.3558 -0.7687 0.21 0.12 0.24
H -4.1556 0.1676 1.7884 0.09 -0.12 -0.18
H -4.2402 -1.4923 1.2383 0.14 0.12 0.12
H -2.5682 -0.8865 3.1150 -0.09 -0.28 -0.30
H -2.0161 -1.9835 1.8311 0.06 0.31 -0.01
H -0.4379 -0.2232 2.4149 -0.26 0.08 -0.30
H -1.5002 0.9317 1.9357 0.22 -0.30 -0.10
```
Forces are in eV/Å.

As for the HOMO energy (alpha / beta): -3.144 / -2.561 eV. For the HOMO-LUMO gap (alpha / beta), the calculation gives 2.95 / 2.41 eV. The value obtained for the LUMO energy (alpha / beta) is -0.193 / -0.152 eV. As for the total charge: 0. The value obtained for the strongest force on any atom is 3.881 eV/A.

The net atomic charges from Mulliken, expressed in e, are:
1. O -0.571
2. H 0.307
3. Mg 0.610
4. N 0.130
5. N 0.443
6. O -0.518
7. O -0.621
8. C 0.218
9. C -0.130
10. C -1.338
11. C -1.518
12. H 0.308
13. H 0.233
14. H 0.399
15. H 0.358
16. H 0.238
17. H 0.369
18. H 0.246
19. H 0.450
20. O -0.224
21. H 0.130
22. H 0.183
23. C -0.435
24. H 0.093
25. H 0.226
26. H 0.409
27. O -0.371
28. H 0.244
29. H 0.230
30. N -0.500
31. C -0.735
32. C -0.560
33. C -0.720
34. N -0.537
35. H 0.204
36. H 0.243
37. H 0.311
38. H 0.436
39. H 0.350
40. H 0.316
41. H 0.406
42. H 0.261
43. H 0.222
44. H 0.202

=====

(2)
C24H22F6NO6S | wB97M-V/def2-TZVPD

XYZ file:
```
60
Properties=species:S:1:pos:R:3:forces:R:3
F 4.7564 -0.3250 3.5577 -0.31 -0.61 -0.03
C 3.5741 -0.8774 3.2111 -0.21 0.36 -0.14
F 3.7910 -1.7758 2.2073 0.09 0.43 0.79
F 3.0602 -1.5329 4.2703 0.53 0.20 -0.62
S 2.3958 0.4619 2.6323 -2.20 -0.71 -1.10
C 1.1374 -0.3888 1.8245 1.29 0.75 1.27
C -0.1660 -0.4405 2.4376 -0.65 -0.14 0.44
C -0.8481 0.7417 2.8453 0.14 -0.35 -0.16
C -2.1675 0.6978 3.2579 0.25 -0.12 0.11
C -2.8269 -0.5279 3.3506 -0.64 -0.34 0.20
C -4.3032 -0.5299 3.6692 0.41 0.16 -0.10
F -4.9319 -1.6532 3.2056 0.22 0.80 0.50
F -4.5622 -0.4454 5.0150 -0.13 -0.15 -0.82
F -4.9247 0.5508 3.0945 0.12 -0.82 0.49
C -2.1415 -1.7300 3.1342 0.17 0.43 -0.34
C -0.8367 -1.6745 2.6562 0.10 0.31 -0.11
O 1.9183 1.0695 3.8606 0.66 0.01 -0.48
O 3.1714 1.2257 1.6720 0.58 -0.35 1.13
H 1.5012 -1.1294 1.1290 -0.07 -0.22 0.14
H -0.3320 1.6973 2.7911 -0.10 -0.21 -0.09
H -2.6877 1.6197 3.5218 0.10 -0.26 -0.18
H -2.6189 -2.6903 3.3277 0.02 0.26 -0.19
H -0.2747 -2.5849 2.4451 -0.24 0.13 0.09
C -3.0770 -2.8613 -3.5051 0.47 0.24 0.04
N -1.9456 -2.1595 -4.0786 -0.86 0.13 -0.86
C -1.5194 -2.6380 -5.3792 0.15 0.13 0.40
C -1.0452 -1.5059 -3.2195 0.77 0.28 0.64
C -0.0575 -2.2271 -2.5162 -0.44 0.38 -0.29
C 0.8205 -1.5689 -1.6713 -0.01 0.68 0.18
C 0.7047 -0.1774 -1.4964 -0.70 -0.89 0.04
C 1.6526 0.6256 -0.7231 1.14 1.31 -1.20
C 2.9269 0.8410 -1.1539 -0.27 0.22 -0.19
C 3.6557 2.0843 -0.7312 -0.61 0.39 0.51
O 3.0891 3.1025 -0.4153 0.83 -0.70 -0.34
O 5.0216 2.0485 -0.8489 -0.10 -0.50 -0.10
C 5.6046 0.7699 -1.1907 0.10 0.29 -0.10
C 7.0583 1.0315 -1.5916 -0.47 0.17 -0.14
C 5.5423 -0.2118 -0.0350 -0.24 -0.07 0.21
O 4.9378 0.2567 -2.3674 -0.06 0.13 0.38
C 3.5708 0.2020 -2.3449 -0.71 -0.39 -0.43
O 2.9814 -0.2613 -3.2971 0.75 0.25 0.75
C -0.3352 0.5271 -2.1319 0.80 -0.03 0.39
C -1.1606 -0.1128 -3.0297 -0.17 -0.93 -0.19
H -3.3441 -2.3741 -2.5589 -0.04 -0.23 -0.23
H -3.9236 -2.7955 -4.2005 0.02 -0.14 0.17
H -2.8408 -3.9234 -3.3163 -0.21 0.05 0.06
H -0.7019 -2.0126 -5.7544 -0.16 -0.14 0.08
H -1.1774 -3.6850 -5.3525 0.05 -0.01 -0.08
H -2.3579 -2.5745 -6.0837 0.09 -0.04 0.03
H 0.0092 -3.3061 -2.6552 -0.02 0.21 0.02
H 1.5994 -2.1135 -1.1304 -0.21 0.18 -0.24
H 1.2694 1.3248 0.0174 0.10 -0.24 -0.20
H 7.0869 1.7145 -2.4445 -0.01 -0.08 0.10
H 7.5949 1.4843 -0.7526 -0.14 -0.11 -0.12
H 7.5348 0.0872 -1.8714 -0.10 0.15 0.08
H 4.5186 -0.3213 0.3398 0.33 -0.02 -0.12
H 5.9229 -1.1874 -0.3680 -0.08 0.28 0.10
H 6.1580 0.1656 0.7936 -0.18 -0.13 -0.25
H -0.4221 1.5963 -1.9394 -0.02 -0.21 -0.13
H -1.9106 0.4318 -3.6031 0.09 -0.16 0.22
```
Forces are in eV/Å.

As for the HOMO energy: -4.268 eV. For the HOMO-LUMO gap, the calculation gives 6.74 eV. The value obtained for the LUMO energy is 2.470 eV. As for the total charge: -1. The value obtained for the strongest force on any atom is 2.555 eV/A.

The net atomic charges from Mulliken, expressed in e, are:
1. F -0.234
2. C 0.622
3. F -0.240
4. F -0.239
5. S 0.866
6. C -0.991
7. C 0.507
8. C -0.105
9. C -1.045
10. C 0.440
11. C 0.834
12. F -0.279
13. F -0.263
14. F -0.275
15. C -0.916
16. C -0.551
17. O -0.674
18. O -0.549
19. H 0.592
20. H 0.440
21. H 0.341
22. H 0.350
23. H 0.388
24. C -0.969
25. N 0.178
26. C -0.964
27. C 0.067
28. C -0.693
29. C 0.032
30. C 0.627
31. C -1.459
32. C 0.847
33. C 0.251
34. O -0.618
35. O -0.410
36. C 1.681
37. C -1.805
38. C -0.779
39. O -0.402
40. C 0.026
41. O -0.604
42. C -0.501
43. C -0.515
44. H 0.285
45. H 0.333
46. H 0.294
47. H 0.280
48. H 0.311
49. H 0.324
50. H 0.360
51. H 0.474
52. H 0.811
53. H 0.420
54. H 0.383
55. H 0.373
56. H -0.274
57. H 0.394
58. H 0.360
59. H 0.471
60. H 0.394

=====

(3)
C3H5B | wB97M-V/def2-TZVPD

XYZ file:
```
9
Properties=species:S:1:pos:R:3:forces:R:3
B 1.2344 0.1858 -0.3677 -1.73 1.01 -0.81
C 0.1795 1.1669 0.3587 -0.57 2.26 2.34
C 0.0505 -0.6602 -1.0200 0.70 -4.10 2.59
C -0.4181 -0.1671 0.3030 1.42 -1.27 1.25
H 0.3266 1.5938 1.3900 -0.06 -0.42 -1.21
H -0.3476 2.0149 -0.3015 1.53 -1.99 0.97
H -0.4688 -0.1625 -1.7699 -0.37 0.96 -1.80
H 0.0688 -1.7761 -1.1213 0.00 1.22 -0.21
H 0.1305 -1.2180 1.6927 -0.92 2.33 -3.11
```
Forces are in eV/Å.

As for the HOMO energy (alpha / beta): -8.016 / -8.007 eV. For the HOMO-LUMO gap (alpha / beta), the calculation gives 7.23 / 7.27 eV. The value obtained for the LUMO energy (alpha / beta) is -0.787 / -0.732 eV. As for the total charge: 0. The value obtained for the strongest force on any atom is 4.899 eV/A. The calculation puts the energy above the lowest of the compared OMol25 structures with the same formula, charge and spin at 117.92 kcal per mole.

The net atomic charges from Mulliken, expressed in e, are:
1. B 0.094
2. C -0.425
3. C -0.462
4. C -0.266
5. H 0.248
6. H 0.193
7. H 0.251
8. H 0.246
9. H 0.119